# 1
A molecular structure, C12H33I2N5O2SiSn, computed with ωB97M-V/def2-TZVPD.

```
56
Properties=species:S:1:pos:R:3:forces:R:3:mulliken_charge:R:1
Sn 0.568953 -0.449150 -0.792779 0.22 0.04 0.16 0.977
C 1.854052 -5.756998 -2.007184 0.00 -0.11 -0.05 -0.852
O 1.313177 -4.491660 -2.421362 -0.04 -0.01 -0.05 -0.300
C 1.343927 -3.446603 -1.632400 0.16 -0.03 0.22 0.709
O 0.907088 -2.376653 -2.050594 0.05 0.05 0.06 -0.384
N 1.873549 -3.597363 -0.385989 -0.14 0.09 -0.04 -0.077
N 1.934190 -2.486924 0.472504 -0.03 -0.02 -0.01 -0.546
H 1.730632 -6.411204 -2.863668 0.02 0.00 0.04 0.241
H 1.288033 -6.156532 -1.165232 0.01 -0.02 0.01 0.379
H 2.914224 -5.662112 -1.772510 0.00 -0.02 -0.01 0.377
H 2.180498 -4.495375 -0.044859 0.00 0.07 -0.07 0.240
H 2.906765 -2.280306 0.687545 -0.09 -0.03 -0.03 0.314
H 1.436193 -2.687926 1.340718 0.09 0.05 -0.23 0.093
N 2.073097 3.728703 -2.422226 0.08 0.06 -0.12 -0.030
C 1.152517 3.170367 -1.348633 0.07 -0.04 -0.02 0.788
C 1.607060 3.700316 -0.000507 -0.06 0.02 0.00 -1.475
C 0.696386 3.195557 1.123081 0.05 0.07 -0.01 -0.010
N 0.924992 1.759467 1.349550 0.02 -0.10 0.11 -0.244
C -0.766258 3.476277 0.790564 0.00 0.20 -0.07 -1.352
C -1.225331 3.044218 -0.600783 -0.10 0.05 0.05 -0.017
N -1.335088 1.581099 -0.694709 -0.13 -0.12 -0.12 -0.226
C -0.273357 3.564865 -1.678231 0.00 0.04 0.06 -1.238
H 3.051054 3.492593 -2.232020 -0.06 0.01 -0.02 0.396
H 2.004643 4.751105 -2.466457 0.01 -0.08 0.01 0.390
H 1.836844 3.364127 -3.350647 0.02 0.04 0.11 0.381
H 1.277779 2.085333 -1.398528 0.01 0.11 -0.01 -0.728
H 1.567310 4.794450 -0.002806 0.00 0.03 -0.01 0.438
H 2.643579 3.415187 0.200059 0.02 -0.03 0.02 0.494
H 0.947097 3.779511 2.016112 -0.01 -0.05 -0.02 0.418
H 0.348086 1.463423 2.132838 0.04 -0.02 -0.04 0.136
H 1.883049 1.619751 1.656863 0.02 0.00 0.01 0.275
H -0.925054 4.554624 0.866950 0.01 0.02 0.02 0.440
H -1.414638 3.032857 1.547044 -0.03 -0.03 0.03 0.471
H -2.202717 3.508294 -0.777084 0.08 -0.01 0.00 0.357
H -1.920251 1.346064 -1.492701 0.02 -0.04 -0.04 0.273
H -1.840847 1.245462 0.119330 0.00 -0.07 0.03 -0.103
H -0.357826 4.655445 -1.714610 0.01 0.05 -0.02 0.454
H -0.571650 3.180639 -2.657770 -0.02 -0.04 -0.02 0.515
I -0.797606 0.046824 -4.136984 -0.04 -0.08 0.03 0.057
I -2.020387 -2.301920 -4.239686 -0.02 0.02 0.00 -0.009
C -3.010533 -2.790783 2.056022 0.08 0.01 -0.04 -1.093
Si -1.675285 -1.509273 1.851206 -0.06 -0.01 0.00 0.234
C -0.247401 -1.905036 3.007225 0.00 0.05 -0.08 -1.245
C -2.367942 0.166326 2.341768 0.12 0.00 -0.03 -0.881
C -1.102779 -1.516043 0.057215 -0.17 0.02 0.00 -0.813
H -3.364174 -2.834431 3.085476 -0.02 0.00 0.08 0.338
H -2.650419 -3.784443 1.787844 0.02 -0.06 -0.01 0.313
H -3.867851 -2.570817 1.420245 -0.06 0.02 -0.04 0.345
H -0.590736 -1.907523 4.040437 -0.05 0.01 0.10 0.415
H 0.562305 -1.172650 2.945658 0.07 0.00 -0.02 0.381
H 0.158741 -2.903854 2.828693 0.01 -0.06 0.02 0.375
H -2.732922 0.129739 3.367853 -0.02 -0.03 0.08 0.509
H -3.218884 0.457122 1.723433 -0.04 0.03 -0.07 0.385
H -1.618096 0.960439 2.305212 -0.08 -0.01 0.01 -0.049
H -1.969780 -1.215230 -0.547446 -0.03 -0.02 -0.01 0.468
H -0.918010 -2.559375 -0.223041 -0.04 0.00 0.04 0.295
```
Forces are in eV/Å.

Summary:
Highest occupied orbital energy, eV: -13.40
Net charge: +2

=====

# 2
A single C3H5NO2 molecule at a distorted geometry, computed with ωB97M-V/def2-TZVPD.

```
11
Properties=species:S:1:pos:R:3:forces:R:3:mulliken_charge:R:1
N -1.293091 0.856260 0.707588 0.03 -0.09 -0.09 -0.340
C -1.041906 -0.382008 0.207387 0.19 -0.12 -0.04 0.240
O -1.877942 -1.246694 0.026545 0.32 0.27 -0.12 -0.607
C 0.449706 -0.647941 -0.030376 0.01 -0.83 1.14 0.131
C 1.503604 0.310683 -0.838176 -0.59 -1.59 0.13 -0.489
O 1.277459 0.276269 0.557259 -0.06 0.42 0.19 -0.391
H -0.513727 1.433552 0.981694 -0.08 -0.04 -0.02 0.232
H -2.217021 1.072288 1.053551 0.17 -0.13 -0.15 0.242
H 0.703382 -1.690884 -0.104183 0.23 -0.25 0.54 0.423
H 2.392291 -0.270673 -1.106491 -0.44 0.11 -0.22 0.216
H 0.561755 0.202028 -1.390200 0.22 2.24 -1.36 0.343
```
Forces are in eV/Å.

Summary:
Highest occupied orbital energy, eV: -9.60
Structure (SMILES): NC(=O)[C@H]1CO1

=====

# 3
A molecular structure, C8H26AgKN10O9 at a distorted geometry, computed with ωB97M-V/def2-TZVPD.

```
55
Properties=species:S:1:pos:R:3:forces:R:3:mulliken_charge:R:1
Ag -3.568199 1.641698 -2.085549 0.32 0.10 0.37 0.605
K -2.203843 -1.757371 -4.021955 0.32 -0.51 0.21 0.998
C -1.231943 0.751851 -0.858825 0.69 -0.57 0.04 0.745
O -1.632350 0.361386 -2.037470 0.02 0.36 0.92 -0.591
O -0.168158 0.251748 -0.345836 -2.76 1.51 -0.91 0.926
O -1.985854 1.634178 -0.289183 0.82 -1.02 -0.72 -0.877
C 3.818343 -1.173233 0.082361 -0.40 -1.27 -0.08 -1.129
C 2.704890 -1.042568 1.130690 0.79 1.80 -1.24 0.363
O 1.499754 -1.652710 0.721569 -0.87 -0.95 -0.01 -0.648
H 4.801476 -1.028207 0.531029 -0.07 0.64 -0.24 0.384
H 3.599477 -0.599054 -0.815052 0.37 0.49 0.19 0.164
H 3.870964 -2.202767 -0.291605 -0.20 -0.15 0.27 0.298
H 2.467036 0.032770 1.177996 0.44 -0.07 0.53 -0.282
H 3.123948 -1.360080 2.085223 -0.79 -0.41 0.15 0.436
H 0.883145 -1.003456 0.339586 0.92 -0.37 0.56 0.081
C -0.141839 2.826641 2.854671 1.92 0.50 -0.50 0.448
O 0.377491 3.472003 3.755758 -0.89 -0.60 -0.08 -0.611
N -1.217781 3.229620 2.142199 -1.31 -0.01 -0.44 -0.176
N 0.502181 1.748181 2.291066 -0.32 -0.26 0.31 -0.093
H -1.841539 3.880747 2.587397 0.05 0.10 0.00 0.242
H -1.604245 2.638901 1.399370 0.30 0.43 0.73 0.088
H 1.413503 1.539274 2.662895 -0.02 -0.12 -0.10 0.258
H 0.211605 1.371047 1.395852 0.14 -0.12 0.51 -0.120
C 2.983296 2.661674 -0.686923 3.42 3.65 -0.43 0.440
O 3.996043 3.261218 -1.169726 -2.51 -2.11 0.65 -0.722
N 2.274152 1.725508 -1.303180 -0.77 -1.72 -2.06 -0.040
N 2.501787 3.034508 0.505395 -0.75 0.09 1.34 -0.187
H 1.513407 1.172779 -0.908386 0.77 0.55 -0.17 -0.154
H 2.575786 1.554305 -2.257176 -0.16 -0.26 0.40 0.149
H 1.571553 2.723173 0.769856 0.62 0.52 0.16 0.119
H 2.903603 3.850568 0.953435 -0.15 -0.37 -0.22 0.230
C -2.990392 -0.060046 3.024419 0.12 -1.68 2.32 0.562
O -3.357240 -0.300430 4.174363 -0.14 0.98 -1.30 -0.649
N -1.855858 -0.680708 2.569404 -0.18 0.22 -0.95 -0.116
N -3.641867 0.709997 2.099046 0.34 -0.44 -0.22 -0.379
H -1.547067 -0.567207 1.619040 0.28 -0.10 0.22 -0.100
H -1.348421 -1.266600 3.202926 0.07 0.03 0.12 0.208
H -4.223261 1.432282 2.486471 -0.02 0.14 -0.20 0.264
H -3.070236 0.847603 1.276565 -0.61 0.73 0.18 0.175
C 1.152828 -0.973434 -3.945965 2.97 0.41 0.33 0.359
O 2.073876 -1.357470 -4.663389 -1.68 0.08 0.02 -0.626
N 1.008048 -1.446102 -2.682928 -1.26 -0.31 0.62 0.159
N 0.388143 0.130867 -4.232713 -0.76 -0.46 -0.93 -0.236
H 0.357901 -1.017539 -2.037804 0.44 -0.13 -0.14 -0.556
H 1.608552 -2.175760 -2.345903 0.18 -0.04 -0.04 0.173
H -0.218540 0.589325 -3.569926 0.31 0.01 -0.16 0.172
H 0.540296 0.471655 -5.168166 -0.06 0.42 0.18 0.209
C -2.375025 -3.524990 -0.773698 0.10 0.49 0.90 0.578
O -2.433072 -3.556044 -2.009597 -0.06 0.44 -0.07 -0.712
N -1.423679 -2.807976 -0.103407 -0.50 -0.02 -1.35 -0.068
N -3.280763 -4.121791 0.027833 -0.17 -0.39 -1.05 -0.373
H -1.278001 -2.885231 0.881050 0.28 0.17 0.20 0.230
H -0.912366 -2.190941 -0.710186 0.54 -0.19 0.55 -0.056
H -3.935824 -4.712787 -0.458673 -0.07 -0.11 0.44 0.259
H -3.235702 -4.080985 1.025749 -0.09 -0.11 0.16 0.180
```
Forces are in eV/Å.

Summary:
Highest occupied orbital energy (alpha / beta), eV: -11.40 / -11.37
Multiplicity: 2
Net charge: +1

=====

Copy entry 2 word for word.
A single C3H5NO2 molecule at a distorted geometry, computed with ωB97M-V/def2-TZVPD.

```
11
Properties=species:S:1:pos:R:3:forces:R:3:mulliken_charge:R:1
N -1.293091 0.856260 0.707588 0.03 -0.09 -0.09 -0.340
C -1.041906 -0.382008 0.207387 0.19 -0.12 -0.04 0.240
O -1.877942 -1.246694 0.026545 0.32 0.27 -0.12 -0.607
C 0.449706 -0.647941 -0.030376 0.01 -0.83 1.14 0.131
C 1.503604 0.310683 -0.838176 -0.59 -1.59 0.13 -0.489
O 1.277459 0.276269 0.557259 -0.06 0.42 0.19 -0.391
H -0.513727 1.433552 0.981694 -0.08 -0.04 -0.02 0.232
H -2.217021 1.072288 1.053551 0.17 -0.13 -0.15 0.242
H 0.703382 -1.690884 -0.104183 0.23 -0.25 0.54 0.423
H 2.392291 -0.270673 -1.106491 -0.44 0.11 -0.22 0.216
H 0.561755 0.202028 -1.390200 0.22 2.24 -1.36 0.343
```
Forces are in eV/Å.

Summary:
Highest occupied orbital energy, eV: -9.60
Structure (SMILES): NC(=O)[C@H]1CO1